No. 1
C15H30F6O15PPd as an isolated structure, computed with wB97M-V/def2-TZVPD.

* Kohn-Sham gap (spin up / spin down): 11.7 / 9.4 eV
* multiplicity: 3
* net charge: +1
* <S²>: 2.002
* LUMO (spin up / spin down): -1.968 / -4.043 eV

Structure (XYZ):
```
68
Properties=species:S:1:pos:R:3:forces:R:3:mulliken_spin:R:1
Pd -18.595 -31.227 -11.504 2.0 -0.3 -0.4 1.74
P -21.765 -31.640 -11.461 -1.0 2.3 1.3 -0.01
F -22.978 -31.307 -10.482 0.3 -0.5 0.1 0.00
F -20.694 -31.778 -10.198 -0.2 -0.1 -0.2 0.01
F -22.004 -33.195 -11.390 0.2 -0.4 -0.4 0.00
F -20.450 -31.784 -12.473 -0.3 -0.9 -0.3 0.04
F -22.685 -31.472 -12.743 0.1 -0.1 -0.3 0.00
F -21.393 -30.022 -11.472 -0.1 -0.5 -0.2 0.00
C -17.317 -27.151 -10.028 -0.1 -0.3 0.3 0.00
O -17.814 -27.866 -8.865 0.1 0.2 -0.2 0.00
C -18.479 -28.972 -9.133 -0.5 -0.1 0.6 0.00
O -18.527 -29.492 -10.224 0.2 0.4 -0.5 0.04
O -19.145 -29.470 -8.116 0.2 -0.1 -0.4 0.00
C -19.078 -28.875 -6.820 0.1 0.0 0.6 0.00
H -16.990 -26.188 -9.656 0.0 0.0 0.0 0.00
H -18.136 -27.050 -10.734 0.1 0.1 -0.1 0.00
H -16.488 -27.701 -10.465 0.0 0.0 -0.1 0.00
H -19.985 -29.197 -6.319 0.0 0.0 0.0 0.00
H -19.026 -27.792 -6.836 -0.1 0.0 -0.2 0.00
H -18.206 -29.260 -6.289 0.0 0.0 0.0 0.00
C -17.265 -29.229 -16.444 -0.4 0.9 -0.3 0.00
O -17.565 -29.857 -15.200 0.4 -0.9 0.2 0.00
C -18.449 -29.375 -14.363 -0.2 0.6 -0.4 0.00
O -18.646 -29.867 -13.280 -0.3 -0.2 0.4 0.01
O -19.081 -28.301 -14.809 0.3 -0.2 -0.2 0.00
C -20.228 -27.914 -14.056 -0.9 0.1 0.6 0.00
H -16.812 -29.957 -17.104 0.2 -0.2 0.3 0.00
H -16.608 -28.383 -16.244 0.1 -0.1 -0.2 0.00
H -18.163 -28.848 -16.931 0.0 -0.1 0.1 0.00
H -20.025 -27.825 -12.990 0.3 0.0 -0.1 0.00
H -21.025 -28.653 -14.153 0.1 0.0 -0.1 0.00
H -20.572 -26.967 -14.458 0.2 0.0 -0.1 0.00
C -13.539 -32.712 -11.430 0.4 0.2 -0.7 0.00
O -14.911 -32.332 -11.569 -0.3 -0.1 0.3 0.00
C -15.211 -31.086 -11.824 -0.1 -0.1 -0.2 0.00
O -16.353 -30.677 -11.777 0.1 0.5 0.1 0.06
O -14.159 -30.346 -12.172 0.0 -0.4 0.1 0.00
C -14.382 -28.970 -12.386 -0.4 1.6 0.3 0.00
H -13.541 -33.765 -11.183 -0.1 0.0 0.3 0.00
H -13.049 -32.085 -10.691 0.0 -0.2 0.2 0.00
H -13.027 -32.583 -12.385 0.0 0.0 0.1 0.00
H -14.276 -28.391 -11.459 0.1 -0.4 0.0 0.00
H -15.389 -28.746 -12.737 0.0 -0.4 -0.2 0.00
H -13.646 -28.572 -13.077 0.1 -0.4 -0.2 0.00
C -16.045 -35.334 -9.037 0.3 -0.5 0.7 0.00
O -16.429 -34.139 -9.712 0.1 -0.1 -0.6 0.00
C -17.276 -33.312 -9.157 -0.3 -0.1 0.4 0.00
O -17.772 -32.386 -9.760 -0.2 0.3 0.1 0.03
O -17.526 -33.579 -7.887 0.0 -0.2 0.0 0.00
C -18.482 -32.736 -7.221 -0.5 0.6 -0.8 0.00
H -15.340 -35.124 -8.230 -0.1 0.1 0.0 0.00
H -15.546 -35.986 -9.748 -0.1 0.2 -0.3 0.00
H -16.904 -35.856 -8.620 0.0 0.1 -0.1 0.00
H -19.359 -32.562 -7.850 0.0 -0.4 0.0 0.00
H -18.057 -31.741 -7.091 0.2 -0.2 0.4 0.00
H -18.763 -33.246 -6.311 0.2 0.1 0.2 0.00
C -15.903 -34.773 -14.962 0.1 -0.2 -0.3 0.00
O -16.301 -34.067 -13.775 0.4 0.0 0.0 0.00
C -17.539 -33.645 -13.655 -0.5 0.2 -0.2 0.01
O -17.905 -33.053 -12.660 0.0 0.0 0.1 0.04
O -18.299 -33.944 -14.689 0.2 -0.2 -0.3 0.00
C -19.720 -33.773 -14.584 -0.6 0.0 0.8 0.00
H -15.926 -34.122 -15.835 -0.1 0.1 0.1 0.00
H -16.534 -35.641 -15.133 -0.1 0.0 0.0 0.00
H -14.880 -35.098 -14.805 0.0 0.1 0.2 0.00
H -20.054 -33.988 -13.567 0.2 0.1 -0.1 0.00
H -20.188 -34.500 -15.237 0.2 0.1 -0.3 0.00
H -20.024 -32.755 -14.811 0.2 0.0 -0.2 0.00
```
Forces are in eV/Å.

***

No. 2
C15H30N2O4P2W as an isolated structure, computed with wB97M-V/def2-TZVPD.

* Kohn-Sham gap (spin up / spin down): 5.9 / 4.3 eV
* multiplicity: 3
* net charge: 0
* <S²>: 2.021
* LUMO (spin up / spin down): -0.033 / -2.203 eV

Structure (XYZ):
```
54
Properties=species:S:1:pos:R:3:forces:R:3:mulliken_spin:R:1
W 0.079 -0.300 0.117 -3.0 3.0 -3.1 0.79
P 2.592 -0.233 -0.016 -1.0 0.2 -0.6 0.03
P -2.638 0.218 0.205 1.4 -0.5 -0.2 0.00
N 0.007 0.692 -1.480 0.6 -3.0 2.8 -0.07
H 0.942 -1.483 1.321 -1.0 -2.8 1.5 0.00
C 3.207 -1.705 -0.880 0.7 0.0 0.0 0.00
H 4.304 -1.732 -0.813 -0.2 -0.2 -0.2 0.00
H 2.907 -1.662 -1.936 0.0 0.0 0.3 -0.01
H 2.791 -2.615 -0.431 0.2 0.3 -0.1 -0.01
C 3.455 -0.105 1.567 0.3 -0.1 0.1 0.00
H 4.534 -0.245 1.408 -0.2 0.1 0.2 0.00
H 3.070 -0.861 2.261 0.2 0.1 -0.2 0.00
H 3.259 0.880 2.011 0.0 -0.3 -0.2 0.00
C 3.198 1.185 -0.989 0.3 0.0 0.0 0.00
H 4.298 1.214 -0.955 -0.3 0.0 0.0 0.00
H 2.798 2.119 -0.573 0.1 -0.3 -0.1 0.00
H 2.870 1.101 -2.033 0.0 0.0 0.3 0.00
C -3.605 -1.122 -0.563 -0.4 0.2 0.1 0.00
H -4.678 -0.889 -0.498 0.2 -0.2 -0.1 0.00
H -3.385 -2.072 -0.061 0.0 0.3 -0.1 0.00
H -3.299 -1.197 -1.614 -0.1 0.0 0.2 0.00
C -3.168 0.271 1.943 -0.4 0.1 0.0 0.00
H -4.235 0.533 1.987 0.2 -0.1 0.2 0.00
H -2.563 1.006 2.491 -0.2 -0.2 -0.2 0.00
H -3.000 -0.713 2.403 -0.1 0.2 -0.2 0.00
C -3.261 1.741 -0.572 -0.2 -0.1 0.2 0.00
H -4.338 1.841 -0.374 0.2 0.1 -0.1 0.00
H -3.077 1.692 -1.653 0.0 0.0 0.3 0.00
H -2.717 2.600 -0.160 -0.2 -0.2 -0.1 0.00
C -0.023 1.553 -2.490 0.0 1.5 -1.3 0.03
C 0.001 2.009 -4.895 0.0 0.2 0.3 0.01
C -0.028 1.097 -3.848 0.0 0.4 0.7 -0.02
C -0.030 2.967 -2.250 0.0 -0.7 -0.3 -0.03
C -0.004 3.861 -3.314 0.0 -0.3 -0.1 0.01
C 0.016 3.389 -4.634 0.0 -0.1 0.0 -0.02
H 0.013 1.640 -5.922 0.0 0.2 0.3 0.00
H -0.041 0.016 -4.007 0.0 0.3 0.0 0.00
H -0.043 3.301 -1.208 0.0 -0.1 -0.4 0.00
H 0.002 4.934 -3.107 0.0 -0.3 -0.1 0.00
H 0.041 4.097 -5.463 0.0 -0.2 0.2 0.00
C -0.040 -2.477 1.492 0.2 1.5 -1.2 0.03
O -0.978 -2.037 0.555 1.3 0.3 0.4 0.03
C 0.545 -3.820 1.091 0.6 -0.1 0.1 0.03
H 0.920 -4.346 1.979 0.0 0.1 -0.3 0.00
H 1.374 -3.705 0.382 -0.4 -0.2 0.1 -0.01
H -0.242 -4.427 0.619 0.2 0.3 0.2 0.00
C -0.592 -2.470 2.901 0.3 0.2 0.5 0.01
H -1.607 -2.903 2.885 0.4 0.1 -0.1 0.00
H -0.637 -1.463 3.342 -0.1 -0.3 -0.3 0.00
H 0.041 -3.090 3.551 -0.2 0.2 -0.1 0.00
O 1.360 -0.014 4.116 -1.6 2.9 0.3 0.28
N 0.497 0.865 4.213 -1.5 -4.3 0.0 0.41
O -0.715 0.671 4.331 3.1 1.5 -0.2 0.28
O 0.078 0.752 1.525 0.4 0.0 0.8 0.21
```
Forces are in eV/Å.

***

No. 3
C15H30N5O2ReSi as an isolated structure, computed with wB97M-V/def2-TZVPD.

* Kohn-Sham gap (spin up / spin down): 8.1 / 5.4 eV
* multiplicity: 4
* net charge: +3
* <S²>: 3.780
* LUMO (spin up / spin down): -9.990 / -12.712 eV

Structure (XYZ):
```
54
Properties=species:S:1:pos:R:3:forces:R:3:mulliken_spin:R:1
Re 1.130 0.701 -0.117 0.0 0.1 0.0 2.55
C 0.839 2.044 -1.886 0.0 0.0 0.0 0.02
C 0.307 2.737 -0.738 0.0 0.0 0.0 -0.09
C -0.786 2.216 -0.048 0.0 0.0 0.0 0.14
C -1.641 1.112 -0.624 0.0 0.0 0.0 0.05
C -0.673 0.220 -1.396 -0.1 0.0 0.0 -0.07
C 0.285 0.790 -2.246 0.1 0.0 0.0 -0.01
H 1.656 2.476 -2.450 0.0 0.0 0.0 0.01
H 0.794 3.644 -0.393 0.0 0.0 0.0 0.01
H -1.120 2.719 0.855 0.0 0.0 0.0 0.01
H -2.319 1.593 -1.351 0.0 0.0 0.0 0.02
H -0.980 -0.803 -1.584 0.0 0.0 0.0 0.01
H 0.755 0.212 -3.034 0.0 0.0 0.0 0.01
C 2.851 2.532 1.840 0.0 0.0 0.0 0.01
O 2.119 1.271 1.637 0.0 0.0 0.0 0.09
C 1.654 0.634 2.869 0.0 -0.1 0.0 0.00
C 1.468 -0.815 2.528 0.0 0.0 0.0 0.01
O 0.720 -0.867 1.271 0.0 0.0 0.0 0.08
C 0.097 -2.182 1.060 0.0 0.0 0.0 0.01
H 2.185 3.258 2.301 0.0 0.0 0.0 0.00
H 3.193 2.862 0.863 0.0 0.0 0.0 -0.01
H 3.705 2.318 2.480 0.0 0.0 0.0 0.00
H 0.729 1.120 3.182 0.0 0.0 0.0 0.00
H 2.419 0.757 3.636 0.0 0.0 0.0 0.00
H 0.888 -1.320 3.301 0.0 0.0 0.0 0.00
H 2.414 -1.336 2.377 0.0 0.0 0.0 0.00
H -0.657 -2.323 1.831 0.0 0.0 0.0 0.00
H 0.869 -2.948 1.134 0.0 0.0 0.0 0.01
H -0.367 -2.178 0.081 0.0 0.0 0.0 -0.01
C -4.445 0.035 -1.909 0.0 0.0 0.0 0.00
Si -3.856 -0.800 -0.353 0.0 0.0 0.0 0.00
C -5.169 -0.966 0.940 0.0 0.0 0.0 0.00
C -3.113 -2.476 -0.753 0.0 0.0 0.0 0.00
C -2.495 0.361 0.395 0.0 0.0 0.0 0.01
H -5.282 -0.530 -2.326 0.0 0.0 0.0 0.00
H -3.689 0.085 -2.698 0.0 0.0 0.0 0.00
H -4.813 1.046 -1.720 0.0 0.0 0.0 0.00
H -5.958 -1.637 0.594 0.0 0.0 0.0 0.00
H -5.635 -0.005 1.165 0.0 0.0 0.0 0.00
H -4.782 -1.379 1.874 0.0 0.0 0.0 0.00
H -3.912 -3.116 -1.139 0.0 0.0 0.0 0.00
H -2.729 -2.982 0.137 0.0 0.0 0.0 0.00
H -2.342 -2.477 -1.530 0.0 0.0 0.0 0.00
H -3.049 1.103 0.981 0.0 0.0 0.0 0.00
H -1.861 -0.176 1.111 0.0 0.0 0.0 0.01
N 6.132 -0.175 -1.498 0.0 0.0 0.0 0.02
N 4.828 -0.478 -1.338 0.0 0.0 0.0 0.03
N 4.390 -1.717 -1.486 0.0 0.0 0.0 0.00
C 3.128 -1.616 -1.133 0.0 0.0 0.0 0.04
N 2.835 -0.349 -0.786 0.0 0.0 0.0 0.06
N 3.956 0.377 -0.925 0.0 0.0 0.0 -0.02
H 6.611 -0.903 -2.019 0.0 0.0 0.0 0.00
H 6.279 0.776 -1.818 0.0 0.0 0.0 0.00
H 2.438 -2.445 -1.138 0.0 0.0 0.0 0.00
```
Forces are in eV/Å.

***

Per-record energy, eV: -75826.5719 -47611.2995 -37563.3860